Record 1
DFT (ωB97M-V/def2-TZVPD) results for a single C5H10N2OS molecule.

CARTESIAN COORDINATES (ANGSTROEM)
C 0.238 1.412 -0.484
C 2.269 0.105 -0.352
C 2.355 -0.357 1.107
C -0.663 0.332 -0.600
C -2.988 -0.445 -0.273
N 1.535 1.350 -0.527
N -1.976 0.541 -0.469
O 0.426 -2.106 0.852
S 0.660 -0.841 1.629
H -0.205 2.373 -0.251
H 3.213 0.413 -0.868
H 1.906 -0.745 -0.987
H 2.970 -1.206 1.186
H 2.697 0.324 1.763
H -0.330 -0.662 -0.743
H -3.170 -1.022 -1.234
H -2.675 -1.149 0.503
H -4.002 0.255 -0.056
H -2.259 1.428 -0.197

The frontier orbital gap (alpha / beta) is 8.4 / 6.0 eV. The value obtained for the LUMO energy (alpha / beta) is 0.002 / -0.028 Eh.

Record 2
DFT (ωB97M-V/def2-TZVPD) results for a molecular structure, C5H10N2S.

CARTESIAN COORDINATES (ANGSTROEM)
C -1.610 -1.187 1.098
C -0.334 -0.425 0.697
C 1.605 -0.908 -0.853
C -0.655 0.911 0.169
C 0.183 1.961 -0.526
H -2.271 -1.199 0.051
H -2.157 -1.122 2.179
H -0.963 -2.186 1.125
H 0.290 -0.302 1.571
H -0.336 -0.874 -1.322
H 1.742 -1.285 -1.771
H 2.624 -0.038 0.492
H -1.264 1.720 0.660
H -0.199 3.069 -0.275
H 1.509 2.099 -0.969
N 0.315 -1.081 -0.372
N 2.716 -0.477 -0.403
S -1.196 1.324 -1.552

The frontier orbital gap is 9.7 eV. The value obtained for the LUMO energy is 0.026 Eh.

Record 3
DFT (ωB97M-V/def2-TZVPD) results for a single C5H10N2S molecule.

CARTESIAN COORDINATES (ANGSTROEM)
C 1.628 0.980 0.581
N 0.496 1.551 0.037
N 0.318 1.472 -1.299
C 0.335 0.327 -1.871
C 0.139 -1.113 -1.198
C -0.617 -1.583 -0.252
C -1.379 -0.340 0.637
S -1.036 -0.488 2.429
H 1.196 -0.115 0.916
H 2.224 0.805 -0.375
H 2.206 1.664 1.285
H 0.411 2.661 0.427
H 0.103 0.271 -2.920
H 0.421 -1.958 -1.901
H -0.920 -2.604 0.038
H -0.983 0.584 0.245
H -2.454 -0.626 0.490
H -2.088 -1.488 2.732

The frontier orbital gap is 9.1 eV. The value obtained for the LUMO energy is 0.026 Eh. As for the structure (SMILES): CN/N=C\C=C/CS.

Record 4
DFT (ωB97M-V/def2-TZVPD) results for a single C5H10N2S molecule.

CARTESIAN COORDINATES (ANGSTROEM)
C 2.827 2.316 -0.162
C 1.601 1.932 0.115
N 0.562 1.649 0.651
C -0.618 0.922 0.306
C -1.639 1.029 1.400
S 0.057 -0.806 0.279
N 1.317 -0.518 -0.838
C 1.154 -1.030 -2.190
H 3.187 3.300 -0.306
H 3.539 1.529 -0.070
H -0.976 1.302 -0.676
H -1.696 2.118 1.896
H -2.727 0.681 1.183
H -1.341 0.445 2.383
H 2.225 -0.623 -0.434
H 2.062 -1.257 -2.669
H 0.437 -1.922 -2.315
H 0.697 -0.339 -2.843

The frontier orbital gap is 9.0 eV. The value obtained for the LUMO energy is 0.030 Eh. As for the structure (SMILES): C=C=N[C@H](C)SNC.

Record 5
DFT (ωB97M-V/def2-TZVPD) results for a single C5H10N2S molecule.

CARTESIAN COORDINATES (ANGSTROEM)
C -1.991 2.106 0.425
C -0.556 1.850 0.057
C 0.413 2.959 0.344
C -0.126 0.704 -0.476
N -1.036 -0.330 -0.806
C -0.717 -1.555 -0.831
N 0.447 -2.248 -0.492
S 1.643 -1.741 0.623
H -2.095 2.180 1.514
H -2.648 1.299 0.054
H -2.308 3.057 0.037
H 0.119 3.884 -0.171
H 1.451 2.706 -0.003
H 0.454 3.191 1.411
H 0.895 0.588 -0.752
H -1.485 -2.257 -1.214
H 0.362 -3.254 -0.628
H 0.944 -1.868 1.763

The frontier orbital gap is 8.7 eV. The value obtained for the LUMO energy is 0.024 Eh. As for the structure (SMILES): CC(C)=C/N=C\NS.

Record 6
DFT (ωB97M-V/def2-TZVPD) results for a single C5H10N2S molecule.

CARTESIAN COORDINATES (ANGSTROEM)
C 2.317 -1.889 2.232
N 1.467 -0.939 2.067
N 0.924 -0.833 0.832
C 0.140 0.303 0.510
C -1.323 0.088 0.591
C -0.683 0.317 -0.745
C -0.539 -0.883 -1.692
S -1.130 1.940 -1.548
H 2.642 -2.110 3.227
H 2.661 -2.438 1.321
H 1.360 -1.318 0.053
H 0.489 1.267 0.871
H -1.944 0.926 1.002
H -1.657 -0.977 0.781
H -1.419 -0.868 -2.439
H 0.388 -0.891 -2.303
H -0.633 -1.818 -1.191
H -0.013 1.977 -2.224

The frontier orbital gap is 9.2 eV. The value obtained for the LUMO energy is 0.031 Eh. As for the structure (SMILES): C=NN[C@@H]1C[C@@]1(C)S.

Record 7
DFT (ωB97M-V/def2-TZVPD) results for a single C5H10N2S molecule.

CARTESIAN COORDINATES (ANGSTROEM)
C -1.132 1.346 -1.097
C 1.444 1.806 0.283
C 0.959 0.442 -0.060
C -0.880 -1.091 -0.867
C -0.488 0.295 -0.263
N -1.704 2.165 -1.634
N -1.113 -2.115 0.062
S -1.506 0.426 1.316
H 0.637 2.283 0.914
H 1.792 2.551 -0.520
H 2.371 1.875 0.874
H 1.561 0.352 -0.903
H 1.342 -0.365 0.703
H -0.145 -1.430 -1.677
H -1.954 -0.920 -1.406
H -0.284 -2.458 0.600
H -1.968 -1.818 0.665
H -1.808 1.688 1.259

The frontier orbital gap (alpha / beta) is 5.5 / 6.0 eV. The value obtained for the LUMO energy (alpha / beta) is 0.021 / -0.131 Eh. As for the expectation value of S²: 2.006. As for the spin multiplicity: 3.

Record 8
DFT (ωB97M-V/def2-TZVPD) results for a molecular structure, C5H10N3.

CARTESIAN COORDINATES (ANGSTROEM)
C -2.849 -0.053 -0.183
C -2.144 1.102 0.045
C -1.840 -1.070 -0.083
C 1.116 -1.214 0.307
C 1.881 -0.234 -0.451
N -0.841 0.821 0.124
N -0.689 -0.485 0.110
N 1.975 1.097 0.261
H -3.882 -0.080 -0.482
H -2.436 2.147 0.123
H -1.717 -2.237 -0.092
H 1.318 -1.118 1.371
H 1.001 -2.221 -0.091
H 2.978 -0.568 -0.440
H 1.474 -0.134 -1.504
H -0.191 1.454 0.461
H 2.795 0.940 0.871
H 2.052 1.853 -0.347

The frontier orbital gap is 10.3 eV. The value obtained for the LUMO energy is -0.140 Eh. As for the net charge: +1.

Record 9
DFT (ωB97M-V/def2-TZVPD) results for a gas-phase ion, C5H10N3 (charge +1).

CARTESIAN COORDINATES (ANGSTROEM)
C -1.338 0.091 1.996
C -0.963 0.316 0.494
N 0.358 -0.048 0.207
C 1.563 0.062 0.726
C 2.450 -0.209 -0.278
N 1.756 -0.496 -1.374
N 0.546 -0.369 -1.154
C -0.436 -0.224 -2.196
H -1.138 -0.930 2.462
H -2.443 0.376 2.110
H -0.873 0.933 2.675
H -1.097 1.410 0.389
H -1.533 -0.312 -0.161
H 1.842 0.444 1.743
H 3.440 -0.449 -0.212
H -1.015 0.631 -1.957
H 0.036 -0.208 -3.228
H -1.155 -1.016 -2.241

The frontier orbital gap is 10.9 eV. The value obtained for the LUMO energy is -0.151 Eh. As for the structure (SMILES): CC[n+]1ccnn1C. As for the net charge: +1.

Record 10
DFT (ωB97M-V/def2-TZVPD) results for 2 unconnected molecules or ions with the total composition C5H10N3.

CARTESIAN COORDINATES (ANGSTROEM)
C -1.739 -0.043 0.366
C 0.296 1.116 -0.733
C 0.194 -0.416 1.779
C -0.215 -1.969 -0.247
C -0.560 -0.761 0.497
N -2.676 0.619 0.120
N 1.642 1.030 -0.719
N -0.401 1.978 -1.398
H 1.306 -0.811 1.719
H -0.270 -1.042 2.490
H 0.004 0.485 2.281
H -0.190 -2.892 0.446
H 0.718 -1.996 -0.778
H -1.033 -2.271 -0.980
H 2.259 0.549 -0.062
H 2.087 1.836 -1.257
H -1.418 1.826 -1.515
H -0.003 2.761 -2.008

The frontier orbital gap (alpha / beta) is 8.4 / 8.4 eV. The value obtained for the LUMO energy (alpha / beta) is -0.203 / -0.203 Eh. As for the net charge: +1.

Record 11
DFT (ωB97M-V/def2-TZVPD) results for a molecular structure, C5H10N3O2.

CARTESIAN COORDINATES (ANGSTROEM)
C 0.118 -0.063 -0.363
C 1.196 0.817 -2.109
C -0.084 1.665 -1.848
C 0.275 -0.563 2.309
C -0.272 -1.311 1.181
N 0.830 -0.412 -1.391
N -0.354 1.156 -0.428
N -1.701 -1.438 1.462
O -2.077 -2.461 1.905
O -2.301 -0.439 1.110
H 1.228 0.636 -3.194
H 2.084 1.263 -1.755
H 0.043 2.744 -1.804
H -0.946 1.398 -2.398
H -0.434 0.253 2.766
H 0.586 -1.283 3.071
H 1.165 -0.156 1.926
H 0.355 -2.199 0.885
H 1.247 -1.261 -1.584
H -0.956 1.652 0.259

The frontier orbital gap is 10.7 eV. The value obtained for the LUMO energy is -0.149 Eh. As for the net charge: +1.

Record 12
DFT (ωB97M-V/def2-TZVPD) results for a gas-phase ion, C5H10N3S (charge +1).

CARTESIAN COORDINATES (ANGSTROEM)
C -1.747 0.766 0.488
C 1.658 1.313 -0.430
C 2.704 0.527 0.360
C -2.184 -0.497 0.495
C 0.546 -0.775 0.134
N -0.644 1.377 0.031
N 0.406 0.634 -0.205
N -2.072 -1.450 -0.431
S 2.195 -1.226 0.141
H -2.549 1.402 1.016
H 1.687 2.337 -0.121
H 2.021 1.245 -1.512
H 3.598 0.625 -0.126
H 2.784 0.638 1.460
H -2.792 -0.783 1.368
H -0.233 -1.023 1.032
H 0.168 -1.457 -0.615
H -1.692 -1.240 -1.293
H -2.439 -2.395 -0.347

The frontier orbital gap (alpha / beta) is 6.5 / 4.0 eV. The value obtained for the LUMO energy (alpha / beta) is -0.127 / -0.306 Eh. As for the expectation value of S²: 2.035. As for the spin multiplicity: 3. As for the net charge: +1.

Record 13
DFT (ωB97M-V/def2-TZVPD) results for 2 unconnected molecules or ions with the total composition C5H10N4.

CARTESIAN COORDINATES (ANGSTROEM)
C 1.419 -0.400 -1.100
C -0.819 0.084 -1.925
N 0.023 -0.132 -0.712
C -0.150 -0.795 1.416
C -0.883 -0.565 0.358
N 0.522 -0.048 2.380
N -0.214 1.757 0.198
C -1.291 -1.702 2.037
N -1.862 -2.446 2.711
H 0.887 0.817 1.983
H 0.082 -0.017 3.288
H 0.777 1.937 0.041
H -0.690 2.392 -0.441
H 1.462 -1.377 -1.588
H 2.106 -0.366 -0.259
H 1.762 0.386 -1.769
H -1.018 -0.879 -2.398
H -0.346 0.818 -2.575
H -1.768 0.534 -1.646

The frontier orbital gap (alpha / beta) is 7.5 / 7.8 eV. The value obtained for the LUMO energy (alpha / beta) is -0.034 / -0.001 Eh.

Across the entries above, energy above the lowest of the compared OMol25 structures with the same formula, charge and spin takes the values 57.24 121.41 126.84 77.02 35.73 68.41 55.17 72.84 73.93 93.89 122.76 46.47 199.53 kcal per mole, respectively.